Entry from the Open Molecules 2025 dataset: a 3-piece molecular cluster, C6H9Cl2NOS overall in a non-equilibrium geometry (ωB97M-V with the def2-TZVPD basis set).

Total charge: 0
Highest occupied orbital energy, Ha: -0.326
Kohn-Sham gap, eV: 8.4796
DFT total energy, eV: -45780.0960
LUMO, Ha: -0.015

CARTESIAN COORDINATES (ANGSTROEM)
C (1.314007, -0.159868, -0.532583)
C (0.973612, 1.336765, -0.901029)
C (1.231181, 2.201296, 0.406854)
C (-3.038754, -3.319636, 0.589928)
C (-2.772316, -2.063279, 0.552367)
C (-2.568974, -1.221441, 1.630202)
H (0.262788, -0.612211, -0.050806)
H (2.244488, -0.490823, 0.204452)
H (1.609796, -0.681492, -1.597980)
H (-0.037426, 1.424442, -1.179931)
H (2.550177, 0.819903, -2.089458)
H (0.583218, 3.055084, 0.470835)
H (1.097763, 1.747316, 1.439233)
H (3.134746, 3.720982, -0.455141)
H (-2.928501, -1.574312, -0.471109)
N (-2.301212, -0.400191, 2.447736)
O (1.639597, 1.894418, -1.965644)
S (3.088978, 2.675722, 0.433449)
Cl (-2.996782, -4.281800, 1.987804)
Cl (-3.086386, -4.070876, -0.919180)

Atomic forces in eV per Å
C -0.5 -2.1 -0.5
C 1.1 -0.4 3.5
C 1.4 -0.3 0.5
C 0.6 -2.4 0.2
C -0.9 3.3 -2.5
C 1.5 4.1 4.1
H 3.0 0.7 -1.4
H -2.4 1.6 -1.7
H -1.1 0.8 2.4
H -1.7 -0.3 0.1
H -3.3 4.9 0.0
H 0.0 0.7 -0.4
H 0.2 -0.2 -1.5
H -0.3 -0.8 0.4
H 0.7 -0.5 1.7
N -1.1 -3.1 -2.8
O 4.9 -5.0 -1.4
S -1.2 0.3 0.0
Cl -0.2 -0.2 0.1
Cl -0.5 -1.3 -0.8

Atom charges from the natural (NBO) analysis, given in e for atoms 1 to 4: atom 1 (C): -0.664, atom 2 (C): 0.052, atom 3 (C): -0.503, atom 4 (C): -0.042